Arrangement one

22
Properties=species:S:1:pos:R:3:mulliken_charge:R:1 method="wB97M-V/def2-TZVPD" charge=0 e_homo_ev="-9.301 / -7.443" homo_lumo_gap_ev="8.8 / 6.2" multiplicity=1
C 1.147 -0.213 1.373 -0.62
C 0.119 -0.769 0.647 0.56
C 0.672 0.982 -0.504 1.48
C -0.677 -1.934 1.172 -1.18
C 1.495 1.256 -1.837 -1.48
C -2.465 1.025 -0.264 -0.64
N -0.133 -0.189 -0.534 -0.66
N 1.576 0.867 0.738 -0.31
O -1.503 2.370 -2.371 -0.60
O -0.019 2.198 -0.291 -0.58
O -1.929 3.685 -0.422 -0.58
S -1.636 2.407 -0.938 1.13
H 1.397 -0.697 2.313 0.37
H -1.359 -1.340 1.836 0.25
H -1.225 -2.484 0.379 0.28
H -0.070 -2.546 1.777 0.43
H 1.281 0.425 -2.530 0.36
H 1.200 2.181 -2.250 0.37
H 2.520 1.375 -1.552 0.39
H -2.182 0.904 0.771 0.37
H -3.324 0.690 -0.761 0.39
H 2.156 1.619 1.241 0.27



Arrangement two

22
Properties=species:S:1:pos:R:3:mulliken_charge:R:1 method="wB97M-V/def2-TZVPD" charge=0 smiles="CCOCCN(N=C=S)C(=O)O" e_homo_ev=-9.210 homo_lumo_gap_ev=8.7 multiplicity=1
C -3.187 0.482 1.475 -0.81
C -2.370 0.431 0.081 -0.41
O -0.942 0.541 0.245 -0.28
C -0.359 -0.656 0.793 -0.54
C 0.929 -1.173 -0.054 -0.61
N 1.649 -0.030 -0.677 0.64
N 2.040 0.950 0.256 -0.69
C 1.768 2.099 -0.324 0.51
S 1.099 3.428 -1.069 -0.16
C 2.741 -0.450 -1.565 0.30
O 2.576 -0.249 -2.800 -0.57
O 3.965 -1.006 -1.154 -0.46
H -2.583 0.057 2.358 0.26
H -3.432 1.580 1.708 0.26
H -4.137 -0.140 1.308 0.28
H -2.658 -0.514 -0.495 0.32
H -2.728 1.331 -0.530 0.27
H -1.109 -1.531 0.852 0.40
H 0.054 -0.400 1.836 0.26
H 1.586 -1.794 0.640 0.32
H 0.578 -1.843 -0.923 0.34
H 4.519 -1.110 -1.962 0.37



Relative stability in kcal/mol, measured from the most stable structure: arrangement one 7.1; arrangement two 0.0



Arrangement one

16
Properties=species:S:1:pos:R:3:mulliken_charge:R:1 method="wB97M-V/def2-TZVPD" charge=0 e_homo_ev="-7.517 / -7.578" homo_lumo_gap_ev="7.6 / 7.6" multiplicity=1
C -1.512 -1.645 -0.068 -0.21
C -0.050 -1.753 -0.078 -0.01
C -2.395 -0.686 0.074 -0.09
C 0.797 -0.749 0.081 -0.06
C -0.851 1.174 0.153 0.19
C 2.395 1.113 -0.315 -0.73
C 2.009 -0.004 0.314 -0.29
N -0.277 2.231 0.273 -0.39
O -2.084 0.694 -0.003 -0.32
H -2.032 -2.689 -0.090 0.15
H 0.175 -2.783 -0.460 0.26
H -3.409 -0.985 -0.060 0.35
H 3.286 1.599 0.084 0.24
H 1.898 1.509 -1.205 0.29
H 2.699 -0.294 1.032 0.34
H -0.651 3.267 0.266 0.26



Arrangement two

16
Properties=species:S:1:pos:R:3:mulliken_charge:R:1 method="wB97M-V/def2-TZVPD" charge=0 smiles="CC(=O)c1ccccn1" e_homo_ev=-9.543 homo_lumo_gap_ev=10.0 multiplicity=1
C -2.563 0.871 0.211 -1.20
C -1.788 -0.382 -0.065 0.59
C -0.222 -0.276 0.023 0.47
C 0.544 -1.364 0.160 -0.59
C 1.947 -1.255 0.054 -0.26
C 2.394 0.050 -0.012 -0.35
C 1.577 1.079 -0.171 -0.13
H -3.632 0.611 0.109 0.32
H -2.283 1.482 0.974 0.41
H -2.213 1.561 -0.639 0.29
H 0.129 -2.274 0.184 0.56
H 2.764 -2.187 0.121 0.24
H 3.430 0.355 -0.264 0.31
H 1.930 2.237 -0.209 0.26
N 0.236 0.952 -0.155 -0.38
O -2.248 -1.459 -0.322 -0.55



Relative stability in kcal/mol, measured from the most stable structure: arrangement one 119.1; arrangement two 0.0



Arrangement one

16
Properties=species:S:1:pos:R:3:mulliken_charge:R:1 method="wB97M-V/def2-TZVPD" charge=0 smiles="C=C1O[C@H]2C[C@]1(C#N)C2" e_homo_ev=-9.294 homo_lumo_gap_ev=9.5 multiplicity=1
C 1.131 2.127 -0.041 -0.73
C 0.922 0.817 -0.204 0.26
C 1.007 -1.434 0.316 0.01
C -0.263 -0.597 1.101 -0.82
C -0.330 0.099 -0.317 0.65
C 0.018 -1.418 -0.978 -0.59
C -1.661 0.542 -0.268 -0.21
H 0.423 2.921 -0.770 0.21
H 2.194 2.652 0.381 0.24
H 1.364 -2.476 0.476 0.39
H 0.106 0.188 1.814 0.35
H -1.107 -1.248 1.265 0.43
H -0.160 -1.323 -2.118 0.35
H -1.038 -1.928 -0.732 0.28
N -3.011 0.401 0.198 -0.43
O 1.793 -0.301 0.080 -0.39



Arrangement two

16
Properties=species:S:1:pos:R:3:mulliken_charge:R:1 method="wB97M-V/def2-TZVPD" charge=0 smiles="N#CC1=CC[C@@H]2O[C@H]2C1" e_homo_ev=-10.061 homo_lumo_gap_ev=10.6 multiplicity=1
C 2.318 -0.048 -0.143 -0.18
C 0.895 0.052 0.002 0.53
C 0.348 1.272 0.132 -0.33
C -1.173 1.565 0.111 -0.73
C -1.522 0.202 -0.424 -0.02
C -1.271 -0.878 0.481 -0.04
C 0.227 -1.247 0.158 -0.60
H 1.036 2.124 0.248 0.39
H -1.573 1.763 1.153 0.30
H -1.260 2.520 -0.454 0.35
H -1.074 0.113 -1.438 0.30
H -1.400 -0.598 1.611 0.21
H 0.850 -1.712 0.929 0.40
H 0.400 -1.887 -0.713 0.35
N 3.455 -0.211 -0.117 -0.47
O -2.511 -0.794 -0.303 -0.45



Arrangement three

16
Properties=species:S:1:pos:R:3:mulliken_charge:R:1 method="wB97M-V/def2-TZVPD" charge=0 e_homo_ev=-9.399 homo_lumo_gap_ev=8.1 multiplicity=1
C 2.252 -0.789 1.726 -0.86
C 0.836 -0.541 1.168 0.76
C -1.062 0.039 0.941 0.38
C -0.363 0.252 -0.475 0.20
C -0.997 0.787 -1.845 -0.40
C -2.448 0.430 -2.031 -0.52
C 0.828 -0.108 -0.222 -0.47
H 2.352 -1.605 2.504 0.32
H 2.916 -1.267 0.716 0.23
H 2.816 0.339 2.052 0.24
H -0.061 1.677 -2.697 0.24
H -2.914 1.135 -2.806 0.26
H -3.233 -0.306 -1.150 0.23
H 1.492 -0.361 -0.901 0.51
N -0.250 -0.441 1.842 -0.56
O -2.163 0.757 1.177 -0.53



Relative stability in kcal/mol, measured from the most stable structure: arrangement one 117.2; arrangement two 0.0; arrangement three 100.7



Arrangement one

14
Properties=species:S:1:pos:R:3:mulliken_charge:R:1 method="wB97M-V/def2-TZVPD" charge=0 e_homo_ev=-9.829 homo_lumo_gap_ev=9.1 multiplicity=1
C 1.186 0.299 -1.684 -0.59
C 1.028 -1.013 -1.710 -0.40
N -0.961 -0.772 2.527 -0.69
N -1.621 -0.431 1.564 0.64
N -1.496 0.434 0.597 -0.61
N -0.291 1.181 0.474 1.18
O -0.462 2.101 -0.264 -0.58
O 0.739 0.793 1.030 -0.59
H 2.068 0.851 -1.373 0.26
H 0.353 1.030 -1.782 0.25
H 0.024 -1.432 -1.858 0.26
H 1.931 -1.618 -1.795 0.23
H 0.043 -0.635 2.644 0.34
H -2.542 -0.787 1.629 0.31



Arrangement two

14
Properties=species:S:1:pos:R:3:mulliken_charge:R:1 method="wB97M-V/def2-TZVPD" charge=0 e_homo_ev=-8.769 homo_lumo_gap_ev=8.8 multiplicity=1
C 0.026 -0.027 0.148 0.50
C 0.916 -0.568 -0.939 0.32
H -0.040 1.015 2.350 0.33
H -0.996 2.763 1.553 0.22
H 1.005 1.679 -0.303 0.27
H -2.809 -0.903 0.643 0.23
H -2.211 0.650 1.021 0.23
H -0.364 -1.709 -0.901 0.47
N 0.132 1.851 1.604 -0.66
N 0.253 1.381 0.334 -0.01
N -1.018 -0.767 0.262 -0.23
N -2.152 -0.430 0.984 -0.57
O 0.521 -1.801 -1.287 -0.50
O 1.886 0.030 -1.450 -0.60



Relative stability in kcal/mol, measured from the most stable structure: arrangement one 62.6; arrangement two 0.0



Arrangement one

14
Properties=species:S:1:pos:R:3:mulliken_charge:R:1 method="wB97M-V/def2-TZVPD" charge=0 smiles="[H]/N=C/NO/C(=N/[H])NO" e_homo_ev=-10.157 homo_lumo_gap_ev=10.7 multiplicity=1
C -0.780 0.262 -0.253 0.38
C 2.003 -0.556 0.241 0.11
H -3.016 -1.633 0.479 0.35
H -2.442 1.083 0.330 0.30
H -0.700 2.136 -0.300 0.17
H 0.970 0.461 -1.173 0.54
H 1.546 -0.791 1.198 0.30
H 3.506 -0.203 1.172 0.27
N -2.052 0.193 0.513 -0.16
N -0.182 1.367 -0.607 -0.57
N 1.183 -0.696 -1.025 -0.43
N 3.213 -0.007 0.223 -0.59
O -2.998 -0.739 -0.102 -0.43
O -0.252 -0.878 -0.695 -0.24



Arrangement two

14
Properties=species:S:1:pos:R:3:mulliken_charge:R:1 method="wB97M-V/def2-TZVPD" charge=0 e_homo_ev=-8.812 homo_lumo_gap_ev=9.1 multiplicity=1
C -0.371 0.577 -0.285 0.68
C 0.644 1.707 -0.105 0.33
H 2.212 -1.463 -0.006 0.30
H 1.544 -1.716 1.605 0.21
H -0.127 -1.432 -0.442 0.27
H -2.572 -0.548 0.300 0.21
H -3.215 -0.380 -1.130 0.28
H 1.936 0.456 0.508 0.58
N 1.514 -1.149 0.782 -0.71
N 0.203 -0.651 0.136 -0.23
N -1.578 0.754 -0.820 -0.35
N -2.260 -0.445 -0.642 -0.51
O 1.940 1.374 0.145 -0.52
O 0.130 2.915 -0.046 -0.54



Relative stability in kcal/mol, measured from the most stable structure: arrangement one 35.9; arrangement two 0.0



Arrangement one

14
Properties=species:S:1:pos:R:3:mulliken_charge:R:1 method="wB97M-V/def2-TZVPD" charge=0 e_homo_ev=-8.890 homo_lumo_gap_ev=9.6 multiplicity=1
C 0.914 0.468 0.529 0.17
C -1.130 -0.236 -0.717 -0.06
H -1.343 2.213 0.007 0.21
H -1.441 1.736 1.688 0.25
H 1.404 1.498 0.561 0.38
H 1.494 -2.369 0.971 0.37
H -2.139 -0.387 -0.510 0.51
H 1.058 -1.403 -1.416 0.36
N -0.900 1.686 0.701 -0.77
N -0.395 0.485 0.250 0.28
N 1.680 -0.556 0.873 -0.46
N -0.708 -0.751 -1.771 -0.38
O 0.801 -1.729 0.814 -0.44
O 0.704 -0.654 -1.979 -0.41



Arrangement two

14
Properties=species:S:1:pos:R:3:mulliken_charge:R:1 method="wB97M-V/def2-TZVPD" charge=0 e_homo_ev=-9.244 homo_lumo_gap_ev=9.8 multiplicity=1
C -0.921 -0.256 0.204 0.67
C 1.325 0.759 -0.007 0.50
H -3.121 0.344 -0.169 0.26
H -1.907 1.655 -0.209 0.23
H -1.644 -1.503 -1.309 0.29
H 0.130 1.218 1.510 0.32
H 3.028 -0.559 -0.931 0.33
H 0.638 -1.479 0.331 0.46
N -2.028 0.632 0.075 -0.53
N -0.866 -1.259 -0.509 -0.70
N 0.177 0.330 1.142 -0.57
N 2.016 -0.387 -0.291 -0.22
O 1.495 1.997 -0.331 -0.63
O 1.679 -1.493 0.494 -0.41



Relative stability in kcal/mol, measured from the most stable structure: arrangement one 8.2; arrangement two 0.0